19
Properties=species:S:1:pos:R:3:forces:R:3 method="wB97M-V/def2-TZVPD" molar_mass_g_mol=122.17 charge=0 homo_energy_ha=-0.2570 gap_ev=7.7 lumo_energy_ev=0.7 energy_ha=-382.04456 relative_energy_ev=5.6491
C 1.86784 1.19332 0.20259 -0.73 -1.42 -0.54
N 0.46296 -0.24842 0.80153 -0.79 -0.99 -0.99
C 0.54890 1.29446 1.01072 0.87 -1.63 -0.35
H 3.16894 -1.40444 -0.70231 -0.67 0.14 0.43
C -1.90389 -0.33300 0.60022 -0.58 2.77 0.99
H -1.45969 1.34243 -1.24307 0.31 0.24 0.08
H -0.03199 0.83053 -1.99682 1.77 -0.99 -4.14
C -0.44031 0.95689 -1.10603 -2.29 -0.86 4.60
H -0.59929 -1.38548 -0.74119 0.36 0.98 0.51
H 2.78400 1.69861 0.19826 0.89 0.96 -0.07
C 0.40150 1.85444 -0.25220 -0.20 1.33 -1.06
H 1.72992 -2.19865 -0.32798 -0.87 -0.92 0.05
H -1.96571 -0.91483 1.51491 0.22 -0.39 -0.13
H 0.30869 1.62313 1.99018 0.48 0.38 0.81
H -2.75104 -0.54659 -0.04988 -0.24 0.43 0.22
C -0.65174 -0.41360 -0.16435 1.26 -0.27 -1.46
H -1.83406 0.79218 0.96067 -1.13 -2.01 -0.55
C 1.66746 -0.21726 0.09927 0.09 -0.52 2.53
N 2.29233 -1.40835 -0.16864 1.25 2.78 -0.94

=====

19
Properties=species:S:1:pos:R:3:forces:R:3 method="wB97M-V/def2-TZVPD" molar_mass_g_mol=122.17 charge=0 homo_energy_ha=-0.3317 gap_ev=9.9 lumo_energy_ev=0.9 energy_ha=-381.99227 relative_energy_ev=7.0719
H -0.96107 1.85168 -1.00281 0.93 -0.18 0.88
H -4.55642 0.44992 -0.99615 2.80 -1.50 1.78
H -0.09489 -2.45417 -0.43982 3.55 2.46 0.53
H 2.80929 -1.31758 0.50394 -1.27 1.05 -2.48
N 0.01270 1.91433 -0.65087 -1.09 4.58 -0.15
H 2.47128 0.84180 0.93706 -2.73 1.90 -0.02
C 2.22235 -1.10909 -0.53600 0.62 -6.35 0.41
H 2.16678 -0.10998 -0.91292 1.06 0.21 -0.48
C -2.46746 -0.11838 0.09145 -2.85 -1.32 -0.71
C -3.60580 0.00991 -0.41855 1.41 1.43 -0.20
H -1.55945 -1.48739 1.56118 0.79 0.65 -0.92
C 0.61965 1.07641 0.25963 -2.40 -2.60 -2.62
H 2.64973 -2.04315 -1.21889 -0.64 3.06 1.16
N 1.67585 1.55888 0.64501 6.32 -0.99 2.98
C 0.74269 -1.47675 -0.27518 -2.79 0.89 1.05
H 0.40990 3.03484 -0.48099 -1.62 -4.55 -0.79
C 0.07605 -0.41672 0.26659 0.11 -0.48 0.09
C -1.25564 -0.58753 0.96451 -2.84 4.34 0.48
H -1.35552 0.38297 1.70281 0.63 -2.60 -1.01

=====

21
Properties=species:S:1:pos:R:3:forces:R:3 method="wB97M-V/def2-TZVPD" smiles="CNC1=CC=CC[C@H]1[N+](=O)[O-]" molar_mass_g_mol=154.17 charge=0 homo_energy_ha=-0.2816 gap_ev=7.6 lumo_energy_ev=0.0 energy_ha=-532.52720 relative_energy_ev=6.2536
H 0.26327 -2.72332 -1.99607 -1.08 0.22 -2.07
O 1.57108 -0.49585 2.15535 0.58 -0.65 0.04
O -0.34026 0.37170 2.46346 -0.96 0.61 -0.11
C -1.86446 0.90319 -0.48492 1.16 1.34 -0.19
C 0.08916 2.17906 0.38198 -0.38 0.29 0.69
H 0.51823 2.48577 -0.54044 0.34 0.48 -1.21
C 0.20658 -0.38357 -0.55051 1.59 2.75 3.10
C -1.37084 1.99015 0.17899 -0.77 -2.24 -0.97
H -1.99449 2.70142 0.65986 -0.75 0.45 0.00
N 1.01829 -1.43495 -0.55228 2.95 0.04 0.79
C -1.00409 -0.17525 -1.02536 -0.89 1.31 0.64
H -1.42657 -0.90299 -1.66288 -0.51 -0.68 -0.63
C 0.58145 -2.72320 -1.01703 1.91 -1.91 3.60
H 1.73462 -1.40538 0.23808 -1.34 -0.30 -1.60
H 1.50129 -3.46794 -1.00198 -1.94 1.50 0.21
C 0.86555 0.85760 0.61924 -1.65 2.14 -6.28
H -2.90626 0.81125 -0.75645 -0.17 0.11 0.38
H 1.90231 1.09163 0.31540 -0.37 -1.03 0.83
H -0.19699 -3.03796 -0.25225 0.53 -0.37 -1.34
H 0.19915 3.11552 1.02859 0.58 -1.83 -0.10
N 0.65299 0.24312 1.79922 1.17 -2.24 4.21

=====

21
Properties=species:S:1:pos:R:3:forces:R:3 method="wB97M-V/def2-TZVPD" spin_multiplicity=3 molar_mass_g_mol=154.17 charge=0 homo_energy_ha="-0.2056 / -0.3146" s_squared=2.0231 gap_ev="6.2 / 6.2" lumo_energy_ev="0.6 / -2.3" energy_ha=-532.37797 relative_energy_ev=4.4880
H -0.34764 -2.05821 -0.30292 0.13 -0.24 -0.62
C -0.13646 1.21569 0.99771 3.69 -3.95 -2.38
O -1.34415 -2.32127 -2.00028 -0.05 -0.21 -1.01
C -2.26537 1.37166 -0.12231 1.02 2.51 4.72
H 1.54780 -1.20968 -0.74847 1.16 -0.99 -0.53
H -3.16537 1.90708 0.00585 -1.35 -0.02 -0.69
C -1.42894 1.60080 1.01938 -5.12 1.19 -1.95
C -1.83943 0.65030 -1.14452 -0.04 -2.27 -2.25
H -1.92323 2.10990 1.86180 0.69 -0.20 -0.36
H 0.34257 1.34706 1.94133 1.31 -0.06 0.05
N -1.11936 -1.68567 -0.89258 -0.56 -1.46 3.53
C 1.47227 -0.49372 0.02557 0.05 -0.04 -1.49
O 2.30853 -0.35749 1.02046 1.28 -0.42 2.79
H -0.29728 -0.36120 -2.11635 0.49 0.37 0.86
C -0.62448 -0.15077 -1.06465 -1.63 0.06 -2.76
H 4.14637 0.22903 1.15798 -0.61 -1.57 -0.61
N 3.71200 -0.69714 0.87712 0.56 3.56 -2.14
H 4.15714 -1.37659 1.45383 -1.25 -1.06 1.23
H -2.54200 0.24604 -1.86835 0.05 0.50 -0.31
C 0.33040 0.27564 -0.09474 -0.81 2.92 5.26
H -1.93089 -1.86896 -0.17677 1.02 1.38 -1.34

=====

22
Properties=species:S:1:pos:R:3:forces:R:3 method="wB97M-V/def2-TZVPD" molar_mass_g_mol=186.24 charge=0 homo_energy_ha=-0.3219 gap_ev=8.7 lumo_energy_ev=-0.1 energy_ha=-930.74085 relative_energy_ev=5.3908
C 1.73538 2.12472 0.57919 0.49 -0.09 -0.09
O 0.86545 -1.63772 -0.95619 0.36 0.67 0.89
C -0.15587 0.88471 -0.21188 2.78 -3.85 -0.15
H 1.97913 3.10487 0.97469 1.08 -0.35 0.03
H -3.84231 -0.99936 -0.95093 0.28 0.11 -0.97
H -4.33985 -0.64603 0.72082 1.66 -1.41 -1.32
C 0.38298 1.99088 0.31371 -0.57 -3.44 -1.32
O -2.69091 1.65639 -0.34013 -0.53 0.80 0.55
H 3.83805 -1.44363 0.43057 -1.21 1.48 -1.04
H -0.26765 2.72172 0.47914 -2.49 3.48 0.81
N 2.59580 1.21055 0.30906 0.82 2.49 1.35
C 3.41878 -0.79362 -0.45418 -0.38 -3.37 2.89
C -3.56106 -1.23941 0.04544 -0.55 1.92 3.86
H 4.14225 -0.14662 -0.67510 3.05 2.43 -1.07
S -1.81359 0.54424 -0.70468 1.28 -1.00 -0.23
H -1.79830 -0.53642 1.40770 -0.38 0.44 1.85
H -1.45464 -1.57143 0.15712 2.89 -3.30 -1.46
N 2.25361 0.04275 -0.16464 1.08 -3.60 -1.01
C 1.10169 -0.56870 -0.45473 -4.49 3.99 -0.47
C -2.08891 -0.88002 0.46729 -3.65 3.79 -2.40
H 3.31627 -1.54362 -1.20939 -0.77 0.06 -0.75
H -3.61631 -2.27425 0.23713 -0.76 -1.26 0.07

=====

22
Properties=species:S:1:pos:R:3:forces:R:3 method="wB97M-V/def2-TZVPD" spin_multiplicity=3 molar_mass_g_mol=186.24 charge=0 homo_energy_ha="-0.2238 / -0.3774" s_squared=2.0195 gap_ev="6.3 / 5.6" lumo_energy_ev="0.2 / -4.6" energy_ha=-930.62264 relative_energy_ev=3.3886
N 1.80501 -1.83135 0.10799 -1.70 4.86 -0.79
C -0.65051 -0.31302 0.73951 -1.35 1.76 -0.12
H -1.21298 0.21291 1.53806 -0.26 -0.54 -0.49
C 1.06221 -0.02707 -1.59600 0.12 -1.06 2.28
H 1.19958 0.07719 1.91719 -0.09 -0.47 0.46
H -1.31832 1.03301 -0.94164 0.11 0.99 0.32
N 3.35192 2.79732 1.06883 -0.42 4.22 1.36
H 0.77553 1.36242 0.80615 -0.25 -1.04 0.06
H 1.69482 -0.46343 -2.28216 1.41 -1.14 -1.68
O 2.00216 -2.56916 -0.80832 0.94 -2.50 -2.82
H -0.62243 -0.32432 -2.77660 -0.39 0.13 0.06
H 1.13316 1.00280 -1.77189 -0.17 1.80 0.03
O 1.91910 -2.08190 1.29262 0.77 -0.81 2.63
H -2.28848 -0.35869 -0.91670 -0.06 -0.34 0.77
C -1.27904 -0.00842 -0.70386 1.29 -1.45 0.45
H -0.14046 -1.73150 -1.85649 -0.99 1.50 0.85
H -0.69200 -1.36871 0.92514 0.05 -0.55 0.14
C 3.40027 1.70386 0.79251 0.95 -5.42 -2.21
C 0.76228 0.23937 0.95136 0.55 1.47 -2.28
C 1.64761 -0.34471 -0.18432 -2.97 -2.27 0.62
C -0.34098 -0.59839 -1.75688 1.16 -1.18 -0.85
S 3.43674 0.15177 0.06834 1.32 2.05 1.22

=====

25
Properties=species:S:1:pos:R:3:forces:R:3 method="wB97M-V/def2-TZVPD" smiles="CCCO[S@](=O)(=S)Oc1nc(=O)cc[nH]1" molar_mass_g_mol=250.30 charge=0 homo_energy_ha=-0.3574 gap_ev=10.1 lumo_energy_ev=0.4 energy_ha=-1479.50104 relative_energy_ev=1.6044
H -1.17900 -1.36585 1.80058 -1.47 -0.55 -0.22
H 0.63886 -2.46557 2.78097 -0.72 -0.39 -0.82
C -0.90035 1.54372 -2.94765 0.14 -1.68 -1.35
O -1.29807 -0.68599 -2.16568 0.89 1.14 -0.37
N -0.31170 0.76261 -0.73237 -0.01 -0.01 -0.79
C -0.84666 2.75847 -2.49879 -0.19 4.74 -0.05
H -0.41835 3.83931 -0.72171 0.20 2.45 0.11
S 1.17753 1.03030 1.52855 0.67 0.02 0.56
C -0.82216 0.43677 -1.99663 -1.30 -1.29 0.97
H 1.72428 -1.94859 1.66099 0.31 0.16 -0.94
O 2.08845 0.52968 0.54696 -0.56 -0.07 0.12
H -0.96334 3.72783 -3.16782 0.23 -2.27 1.61
H 0.82660 -4.31696 1.08730 0.01 0.36 -1.20
C 0.32851 -3.38261 0.76082 -0.49 -0.79 -1.06
H -0.36689 -1.02790 0.25869 -0.28 0.24 -1.89
C -0.28249 -1.17499 1.27491 1.57 -1.52 2.84
H 0.30108 -3.00016 -0.34438 0.94 -1.26 1.82
C -0.22352 1.98753 -0.38163 -0.78 -1.86 -1.47
C 0.69277 -2.28281 1.67767 0.11 1.40 1.01
H -1.03746 1.41433 -4.01045 -0.10 -0.44 0.07
N -0.66376 2.99882 -1.13135 -0.08 -0.74 -0.96
O 0.07867 -0.00479 1.97855 1.00 3.20 0.18
O 0.29967 2.32828 0.76387 0.75 -0.47 1.76
H -0.72851 -3.56133 0.91443 -0.47 -0.34 0.15
S 1.88583 1.85989 3.06418 -0.39 -0.03 -0.08

=====

21
Properties=species:S:1:pos:R:3:forces:R:3 method="wB97M-V/def2-TZVPD" smiles="C#CSC(=O)N1CCCCN1" molar_mass_g_mol=170.24 charge=0 homo_energy_ha=-0.3111 gap_ev=9.2 lumo_energy_ev=0.7 energy_ha=-855.53285 relative_energy_ev=3.7944
H 0.21676 1.39588 -0.43384 0.38 -2.11 2.20
N 0.30144 0.69700 0.44602 0.12 2.07 -3.51
H -2.77037 -1.31981 -0.57590 -1.76 -0.84 -1.42
H 4.16083 2.34225 -1.94470 -0.54 -0.25 -0.06
C 1.70706 -1.15493 0.01681 0.53 -0.72 1.26
C -1.97024 -1.02574 -0.00246 2.55 2.08 0.37
C 3.20530 0.99488 -0.40467 0.13 -0.57 0.49
C 3.59874 1.68544 -1.30720 0.53 0.52 0.16
H -2.56193 1.06911 -0.30323 1.23 -0.18 0.46
H -0.62916 -0.56794 -1.72389 -0.63 -0.41 0.85
H -0.56433 0.21266 2.16057 -1.59 1.05 -1.18
S 2.93559 -0.10365 0.88191 0.39 0.54 -0.70
H -0.88219 1.97130 1.49166 -0.42 -2.05 -0.09
H -3.06377 0.28372 1.11277 0.75 0.57 0.34
H -0.50759 -2.16002 -1.05920 0.63 -0.82 0.10
H -1.98917 -1.49170 0.94088 0.40 -1.83 0.80
C -0.90262 0.83584 1.23114 1.17 1.26 1.77
C -2.14507 0.38887 0.49088 -2.54 0.53 0.00
C -0.64265 -1.14871 -0.74853 -0.54 0.20 -1.77
O 2.03268 -2.28191 -0.24925 -0.51 0.05 -0.63
N 0.47069 -0.62253 -0.01979 -0.28 0.92 0.57

=====

21
Properties=species:S:1:pos:R:3:forces:R:3 method="wB97M-V/def2-TZVPD" molar_mass_g_mol=152.18 charge=+1 homo_energy_ha=-0.4820 gap_ev=9.5 lumo_energy_ev=-3.6 energy_ha=-511.88004 relative_energy_ev=3.9852
C 0.41885 -3.26797 1.73003 -0.21 0.70 -1.57
H 0.52152 -4.13208 2.34114 0.63 -0.23 0.63
H 1.62265 1.65062 -0.12242 0.56 -0.25 -0.18
C -0.55592 1.78155 -0.44867 -0.59 0.41 -1.82
H 0.52127 1.97742 1.25441 0.43 0.17 1.01
C 0.34653 -1.47318 -1.26414 0.94 -2.69 2.80
C 0.69656 2.05936 0.21346 1.70 -1.02 0.36
H -0.06674 1.34659 -2.47372 0.33 -0.18 0.15
C 1.09456 -3.11798 0.57383 -1.87 0.49 1.09
C 0.11077 3.20765 -0.46168 -1.57 0.91 0.90
N -0.61702 0.94670 -1.71320 0.54 1.09 0.80
H -1.29933 1.35260 0.18464 -0.87 0.76 0.36
H -0.25290 -0.04380 -1.43587 -0.31 0.83 -1.24
N -0.58834 -2.42218 2.07850 0.02 -0.02 0.04
H -1.55483 0.88742 -2.09000 -0.42 -0.03 0.20
H 1.89070 -3.75990 0.41722 1.42 -0.87 -1.15
C -1.22273 -1.56269 1.50639 0.01 -1.49 1.67
H -0.24089 4.04472 0.22068 0.05 -1.23 -1.31
H 0.58752 3.53598 -1.38803 -0.37 -0.21 0.19
O -2.04654 -0.81217 1.24962 -0.91 1.78 -1.20
N 0.63430 -2.19866 -0.37218 0.49 1.08 -1.76

=====

25
Properties=species:S:1:pos:R:3:forces:R:3 method="wB97M-V/def2-TZVPD" smiles="[H]/N=C1/C=CCC[C@@]1(/N=N/OC)S(=O)(=O)[O-]" molar_mass_g_mol=232.24 charge=-1 homo_energy_ha=-0.2006 gap_ev=9.0 lumo_energy_ev=3.5 energy_ha=-1136.06597 relative_energy_ev=0.6235
H -0.49979 0.17350 1.71635 0.98 -0.53 0.55
H 3.41648 -1.45644 0.80877 -0.45 0.35 2.60
C -0.60768 -0.48210 -0.34845 -3.12 0.33 2.17
C -1.65467 -0.36824 -1.45570 -0.36 0.00 0.31
H -2.99944 0.82099 -2.41292 -1.27 0.66 -0.14
H 4.45954 -0.96878 -0.52544 -0.53 -1.61 0.91
S -1.12871 -2.14360 0.52416 1.63 -0.14 1.23
C -2.17856 1.06611 0.98062 -0.35 0.33 3.29
C -0.71599 0.58154 0.75744 -2.59 -1.61 -0.30
N 1.65240 -0.78032 -0.25240 -2.05 -0.15 -0.44
H -1.97843 1.96596 1.77732 -1.16 -1.78 -2.00
C -2.92226 1.41640 -0.24508 -1.06 0.85 -2.27
C 3.66641 -1.74402 -0.14278 4.32 -0.28 -2.04
H -2.87496 0.23615 1.54845 2.10 1.93 -1.16
N -1.73733 -1.24050 -2.37912 -1.16 1.06 0.06
O -0.80315 -3.20551 -0.40226 -0.94 -0.08 -0.76
O 2.60980 -1.57457 -0.96417 -2.54 0.30 -1.22
H -1.17941 -2.04017 -2.15012 1.04 -0.46 -0.16
N 0.57983 -0.83093 -0.86191 4.59 -1.40 -1.36
H 4.08072 -2.83025 -0.16950 -0.75 1.87 -0.06
C -2.69816 0.71814 -1.39230 2.06 -0.02 1.22
H -0.07806 1.37289 0.53983 1.08 1.64 -0.40
O -2.51118 -1.87022 0.86431 -0.14 -0.40 -0.28
H -3.71425 2.24929 -0.24520 1.22 -1.36 0.12
O -0.20400 -2.20952 1.65464 -0.54 0.50 0.13

=====

21
Properties=species:S:1:pos:R:3:forces:R:3 method="wB97M-V/def2-TZVPD" molar_mass_g_mol=168.25 charge=+1 homo_energy_ha=-0.4423 gap_ev=8.9 lumo_energy_ev=-3.1 energy_ha=-834.91374 relative_energy_ev=0.0827
H 0.63954 -0.06985 -1.81566 -0.08 0.08 -0.06
C 2.69083 -1.06590 0.80276 -0.24 0.24 -0.07
C 2.54013 0.27081 0.80971 0.33 -0.63 0.47
H 1.00417 2.30239 -1.34150 0.06 -0.02 0.01
H -3.56120 -2.40271 0.47532 -0.18 -0.14 0.04
C -1.06816 -0.37067 0.00857 1.12 0.37 -0.13
C 1.37093 2.11997 -0.33385 -0.23 0.59 -0.03
C -2.95991 -1.54832 0.24783 -0.65 0.25 -0.13
N 1.71789 0.73207 -0.18303 -0.06 -0.64 -0.79
N -1.59068 -1.56139 0.33694 -0.07 0.35 -0.09
C -3.30417 -0.30619 -0.16412 -0.41 -0.57 0.15
H -4.26065 0.12822 -0.36179 -0.24 0.03 -0.02
H 2.24544 2.74240 -0.15684 0.00 -0.04 -0.04
H 0.59432 2.39096 0.38396 -0.03 -0.06 0.02
H -2.07923 1.34956 -0.60293 0.09 -0.11 0.06
H -1.05481 -2.36417 0.62221 0.12 0.10 -0.01
N -2.12903 0.38783 -0.30915 0.00 -0.19 0.12
H 3.28851 -1.66729 1.45599 0.14 -0.08 0.16
S 1.77677 -1.78441 -0.48010 0.11 0.41 -0.11
C 1.13785 -0.24710 -0.88261 0.18 -0.07 0.37
H 3.00147 0.96377 1.48830 0.06 0.13 0.07

=====

22
Properties=species:S:1:pos:R:3:forces:R:3 method="wB97M-V/def2-TZVPD" smiles="[H]/N=C(/C)NNC.N#CC#CC=O" molar_mass_g_mol=166.18 charge=0 homo_energy_ha=-0.3416 gap_ev=7.6 lumo_energy_ev=-1.7 energy_ha=-566.85585 relative_energy_ev=4.6624
C -1.83365 0.14842 -0.53275 -0.19 0.04 -0.01
H 0.20589 -0.02355 -0.47111 -0.07 0.15 -0.07
C -0.08048 -1.90938 1.22186 -0.22 -0.10 0.16
H -0.03569 -2.95711 1.54025 0.00 0.22 -0.05
H -1.02573 2.09434 -0.08231 -0.13 -0.06 -0.14
H -0.07505 -2.44754 -0.76795 -0.24 0.21 0.26
C -1.68739 1.61723 -0.81437 -0.24 0.17 -0.10
H -1.26570 1.77912 -1.81545 -0.04 -0.01 0.24
H 0.91927 -1.46665 1.32028 -0.01 -0.04 0.02
O 1.37259 3.41230 -0.13135 0.15 -0.68 0.45
C 2.07898 1.19326 0.14386 0.08 0.23 -0.02
C 1.49091 2.45405 0.59466 -0.12 0.67 -0.08
H -0.76522 -1.37316 1.88997 0.13 -0.11 -0.10
H -2.83825 -1.36379 -0.10798 -0.06 -0.01 0.02
N -0.62814 -0.55737 -0.66150 -0.39 -0.07 0.05
N -0.61013 -1.85270 -0.13418 0.36 -0.42 -0.27
H 1.16013 2.46702 1.65428 0.10 -0.03 -0.30
N -2.96485 -0.36055 -0.25439 0.39 0.05 -0.06
C 3.11661 -1.05133 -0.63672 0.06 -0.07 -0.05
C 2.56116 0.15673 -0.22041 0.41 -0.50 -0.15
N 3.57912 -2.05328 -0.97803 -0.30 0.55 0.20
H -2.67435 2.09392 -0.75665 0.35 -0.19 -0.02